This record from the Open Molecules 2025 dataset describes 2 unconnected molecules or ions with the total composition C3H8N2O in a non-equilibrium geometry. The level of theory is wB97M-V/def2-TZVPD.

The geometry in XYZ format:
```
14
Properties=species:S:1:pos:R:3
H -0.402 2.679 0.057
N -1.126 1.989 -0.189
N -0.660 0.838 -0.086
C -1.466 -0.258 -0.255
C -2.688 -0.372 0.271
H -0.945 -1.096 -0.700
H -3.146 0.467 0.765
H -3.220 -1.306 0.269
C 2.496 -0.756 -0.125
O 2.141 0.456 0.486
H 2.277 -0.749 -1.199
H 1.983 -1.608 0.336
H 3.570 -0.879 0.012
H 1.186 0.595 0.360
```

## Properties
HOMO level in eV: -9.6
DFT total energy in eV: -8265.69048
F_max in eV/Å: 2.69
SMILES string: [H]/N=N/C=C.CO
Frontier orbital gap in hartree: 0.343

This record from the Open Molecules 2025 dataset describes a single C4H7NO molecule in a non-equilibrium geometry. The level of theory is wB97M-V/def2-TZVPD.

The geometry in XYZ format:
```
13
Properties=species:S:1:pos:R:3
C -1.246 1.841 1.013
N 0.004 1.523 0.528
C -0.045 0.328 -0.264
O -0.830 -0.665 -0.742
C 0.571 -0.680 -1.118
C 1.275 -1.774 -0.321
H -2.014 1.182 1.277
H -1.610 2.431 0.224
H -1.195 2.612 1.735
H 0.868 -0.508 -2.141
H 2.330 -1.705 -0.225
H 1.161 -2.851 -0.616
H 0.732 -1.734 0.650
```

## Properties
HOMO level in eV: -9.2
DFT total energy in eV: -7795.34995
F_max in eV/Å: 10.08
SMILES string: C/N=C1\O[C@@H]1C
Frontier orbital gap in hartree: 0.374

This record from the Open Molecules 2025 dataset describes 3 unconnected molecules or ions with the total composition C26H51N3O4 in a non-equilibrium geometry. The level of theory is wB97M-V/def2-TZVPD.

The geometry in XYZ format:
```
84
Properties=species:S:1:pos:R:3
C 6.038 0.177 -1.552
C 6.045 1.706 -2.225
C 4.680 2.575 -1.808
O 4.296 3.362 -2.991
C 2.958 3.959 -2.855
C 1.739 2.863 -2.867
C 1.028 2.396 -1.465
C -0.082 1.339 -2.135
C 0.496 0.964 -3.628
O -0.061 0.372 -4.687
N 1.929 1.534 -3.580
H 5.068 -0.343 -1.989
H 5.974 0.214 -0.375
H 7.037 -0.340 -1.903
H 6.004 1.621 -3.401
H 6.947 2.345 -1.829
H 4.915 3.233 -0.847
H 3.895 1.774 -1.469
H 2.899 4.713 -1.932
H 2.799 4.644 -3.818
H 0.870 3.444 -3.401
H 1.764 1.775 -0.779
H 0.554 3.199 -0.758
H -0.335 0.456 -1.392
H -1.009 2.072 -2.266
H 2.384 0.867 -2.895
C 1.491 -2.252 2.650
C 2.497 -1.069 2.585
C 3.679 -1.355 3.550
C 3.290 -1.219 5.020
C 2.644 0.133 5.301
C 1.485 0.498 4.337
N 1.810 0.232 2.894
O 2.654 1.270 2.455
C 0.201 -0.281 4.719
C 1.093 1.991 4.602
C 3.014 -1.124 1.111
H 1.853 -3.115 2.076
H 1.326 -2.634 3.657
H 0.522 -1.974 2.219
H 4.509 -0.668 3.342
H 4.071 -2.364 3.376
H 2.614 -2.027 5.317
H 4.185 -1.330 5.643
H 2.286 0.146 6.339
H 3.428 0.900 5.243
H -0.593 -0.119 3.980
H -0.191 0.054 5.688
H 0.352 -1.353 4.828
H 1.947 2.672 4.513
H 0.706 2.120 5.621
H 0.311 2.326 3.911
H 2.192 -0.969 0.402
H 3.464 -2.100 0.888
H 3.792 -0.382 0.900
C -6.614 -2.218 -2.326
C -6.088 -0.957 -1.586
C -5.570 0.066 -2.632
C -4.254 -0.362 -3.277
C -3.197 -0.681 -2.225
C -3.672 -1.663 -1.122
N -5.034 -1.329 -0.581
O -4.882 -0.238 0.296
C -3.683 -3.116 -1.663
C -2.572 -1.701 -0.009
C -7.373 -0.385 -0.904
H -7.606 -2.041 -2.760
H -5.991 -2.527 -3.166
H -6.719 -3.067 -1.640
H -5.426 1.047 -2.161
H -6.320 0.215 -3.417
H -4.407 -1.227 -3.930
H -3.889 0.444 -3.925
H -2.307 -1.084 -2.728
H -2.882 0.266 -1.767
H -4.123 -3.804 -0.932
H -2.664 -3.470 -1.864
H -4.216 -3.231 -2.604
H -2.337 -0.706 0.385
H -1.629 -2.103 -0.402
H -2.876 -2.340 0.829
H -7.789 -1.105 -0.189
H -8.151 -0.170 -1.647
H -7.196 0.558 -0.376
```

## Properties
HOMO level (alpha / beta) in eV: -9.1 / -9.7
DFT total energy in eV: -40440.12915
F_max in eV/Å: 8.80
2S+1: 3
Frontier orbital gap (alpha / beta) in hartree: 0.353 / 0.337